# C2H12NO2

A cluster of 3 separate species, C2H12NO2 in total (the ωB97M-V functional and the def2-TZVPD basis, the Open Molecules 2025 dataset).

For the electronic energy, the calculation gives -7847.45277 eV. The HOMO-LUMO gap comes out at 11.8 eV. As for the energy relative to the best compared isomer or geometry (same formula, charge and spin): 0.693 eV. Its HOMO energy is -0.547 hartree. Its molecular weight is 82.12 g/mol.

Structure (ORCA input):
```
! wB97M-V def2-TZVPD RIJCOSX def2/J DEFGRID3
* xyz 1 1
O -2.607 -0.977 1.938
O 1.402 0.565 -2.780
N 0.704 0.481 -0.108
C 1.359 -0.677 0.632
C -0.755 0.706 0.137
H 1.802 -0.073 -3.356
H 1.086 -0.618 1.684
H -1.131 1.486 -0.513
H 0.904 0.411 -1.127
H -3.230 -1.696 1.686
H 1.159 1.269 0.368
H 1.070 -1.574 0.105
H 2.424 -0.456 0.644
H 0.827 1.121 -3.354
H -0.884 0.943 1.189
H -2.829 -0.689 2.843
H -1.299 -0.223 0.012
*
```